No. 1
# C37H39ClN3OOsTe

A molecular structure, C37H39ClN3OOsTe (ωB97M-V/def2-TZVPD, the OMol25 dataset).

Positions of all 83 atoms, in Å:
Os (-0.018, -0.470, -0.876)
Cl (-6.076, -1.022, -4.821)
C (-4.524, -0.706, -4.126)
C (-3.948, 0.561, -4.272)
C (-2.712, 0.832, -3.734)
C (-2.030, -0.146, -3.003)
O (-0.816, 0.129, -2.536)
C (-2.605, -1.422, -2.864)
C (-1.931, -2.492, -2.194)
N (-0.880, -2.357, -1.455)
C (-0.250, -3.483, -0.877)
C (-0.418, -4.793, -1.239)
C (0.233, -5.816, -0.521)
C (1.039, -5.525, 0.542)
C (1.256, -4.180, 0.919)
C (2.082, -3.796, 2.000)
C (2.230, -2.472, 2.289)
C (1.585, -1.515, 1.488)
N (0.834, -1.838, 0.455)
C (0.627, -3.164, 0.183)
C (-3.857, -1.690, -3.448)
H (-4.485, 1.325, -4.818)
H (-2.253, 1.804, -3.851)
H (-2.352, -3.485, -2.332)
H (-1.041, -5.064, -2.081)
H (0.082, -6.843, -0.823)
H (1.530, -6.313, 1.099)
H (2.576, -4.557, 2.590)
H (2.833, -2.135, 3.119)
H (1.684, -0.462, 1.702)
H (-4.298, -2.674, -3.348)
C (3.385, -1.173, -4.144)
C (3.413, -0.616, -2.749)
C (4.527, -0.745, -1.939)
C (4.569, -0.207, -0.647)
C (5.811, -0.324, 0.191)
C (3.451, 0.440, -0.151)
C (2.306, 0.566, -0.942)
C (2.297, 0.064, -2.246)
N (1.047, 1.005, -0.423)
C (0.886, 2.384, 0.131)
C (-0.440, 2.917, -0.398)
C (0.884, 2.311, 1.656)
C (2.010, 3.293, -0.366)
H (4.367, -1.528, -4.449)
H (3.057, -0.416, -4.858)
H (2.686, -2.009, -4.212)
H (5.402, -1.259, -2.320)
H (6.521, -1.023, -0.247)
H (5.575, -0.664, 1.200)
H (6.306, 0.645, 0.280)
H (3.463, 0.843, 0.854)
H (1.458, 0.282, -2.898)
H (-1.251, 2.238, -0.157)
H (-0.395, 3.033, -1.483)
H (-0.654, 3.887, 0.051)
H (0.112, 1.630, 2.007)
H (0.669, 3.297, 2.071)
H (1.855, 1.995, 2.043)
H (2.098, 3.252, -1.453)
H (2.977, 3.044, 0.070)
H (1.772, 4.320, -0.088)
C (-2.756, 4.088, 5.023)
C (-2.641, 3.025, 3.966)
C (-2.017, 1.812, 4.227)
C (-1.903, 0.822, 3.259)
C (-1.229, -0.468, 3.642)
C (-2.416, 1.058, 1.972)
Te (-2.325, -0.468, 0.500)
C (-3.100, 2.256, 1.703)
C (-3.809, 2.559, 0.407)
C (-3.182, 3.219, 2.705)
H (-2.208, 3.813, 5.923)
H (-3.800, 4.247, 5.299)
H (-2.366, 5.041, 4.663)
H (-1.610, 1.629, 5.216)
H (-0.867, -0.419, 4.669)
H (-0.385, -0.685, 2.987)
H (-1.914, -1.312, 3.554)
H (-3.413, 1.998, -0.436)
H (-3.751, 3.624, 0.183)
H (-4.867, 2.300, 0.497)
H (-3.700, 4.149, 2.488)

Properties
electronic energy = -2491.5632 Eh
orbital gap (alpha / beta) = 5.88 / 5.88 eV
charge = +1

=====

No. 2
# C37H39F6N5O3PW

A molecular structure, C37H39F6N5O3PW in a non-equilibrium geometry (ωB97M-V/def2-TZVPD, the OMol25 dataset).

Positions of all 92 atoms, in Å:
W (-0.385, 0.819, 0.436)
C (1.944, 5.064, -0.502)
C (0.866, 4.063, -0.768)
C (-0.478, 4.382, -0.471)
C (-1.508, 3.517, -0.747)
C (-2.937, 3.943, -0.614)
C (-1.237, 2.201, -1.253)
C (0.137, 1.864, -1.610)
C (0.331, 0.999, -2.850)
C (1.142, 2.853, -1.364)
H (2.299, 4.952, 0.522)
H (1.572, 6.078, -0.614)
H (2.791, 4.932, -1.172)
H (-0.687, 5.374, -0.099)
H (-3.433, 3.901, -1.584)
H (-3.006, 4.957, -0.233)
H (-3.460, 3.270, 0.062)
H (-2.016, 1.787, -1.900)
H (1.382, 0.779, -3.016)
H (-0.034, 1.549, -3.719)
H (-0.209, 0.053, -2.787)
H (2.132, 2.672, -1.768)
N (2.057, 0.966, 0.665)
C (2.521, 0.493, 1.984)
C (1.321, -0.123, 2.758)
O (1.482, -0.734, 3.781)
O (0.187, 0.105, 2.178)
H (2.303, 0.259, -0.035)
H (2.547, 1.827, 0.421)
H (2.909, 1.321, 2.581)
H (3.303, -0.271, 1.923)
C (-2.181, 4.294, 2.689)
C (-1.179, 3.125, 2.728)
O (-1.171, 2.348, 1.613)
C (-1.547, 2.265, 3.970)
F (-2.731, 1.670, 3.770)
F (-1.655, 2.975, 5.095)
F (-0.662, 1.295, 4.207)
C (0.269, 3.671, 2.933)
F (0.785, 3.514, 4.145)
F (0.415, 4.955, 2.606)
F (1.092, 2.995, 2.073)
H (-3.181, 3.896, 2.538)
H (-1.941, 4.965, 1.871)
H (-2.155, 4.846, 3.626)
N (0.146, -0.771, -0.497)
P (0.789, -2.117, -1.009)
C (1.719, -2.982, 0.292)
C (2.870, -3.722, 0.040)
C (3.512, -4.357, 1.089)
C (3.023, -4.233, 2.381)
C (1.865, -3.513, 2.629)
C (1.201, -2.902, 1.580)
C (-0.404, -3.317, -1.681)
C (-0.007, -4.604, -2.024)
C (-0.927, -5.474, -2.579)
C (-2.228, -5.050, -2.803)
C (-2.622, -3.766, -2.461)
C (-1.710, -2.898, -1.890)
C (1.979, -1.865, -2.380)
C (1.626, -2.177, -3.687)
C (2.484, -1.873, -4.729)
C (3.695, -1.252, -4.475)
C (4.051, -0.932, -3.173)
C (3.195, -1.237, -2.130)
H (3.260, -3.798, -0.966)
H (4.393, -4.951, 0.898)
H (3.546, -4.711, 3.195)
H (1.485, -3.417, 3.634)
H (0.278, -2.354, 1.742)
H (1.017, -4.907, -1.862)
H (-0.630, -6.475, -2.850)
H (-2.940, -5.722, -3.256)
H (-3.634, -3.444, -2.650)
H (-1.985, -1.896, -1.585)
H (0.688, -2.675, -3.886)
H (2.211, -2.133, -5.739)
H (4.363, -1.027, -5.292)
H (4.995, -0.449, -2.968)
H (3.490, -1.036, -1.105)
N (-3.978, -2.020, 3.192)
C (-3.722, -1.389, 2.031)
C (-2.559, -0.627, 1.854)
N (-2.250, -0.030, 0.669)
C (-3.174, -0.251, -0.322)
C (-4.315, -0.991, -0.111)
N (-4.616, -1.565, 1.043)
H (-3.414, -1.847, 4.003)
H (-4.880, -2.452, 3.290)
H (-1.872, -0.498, 2.683)
H (-2.980, 0.182, -1.293)
H (-5.026, -1.142, -0.910)

Properties
electronic energy = -2940.3873 Eh
orbital gap (alpha / beta) = 6.06 / 6.06 eV
charge = +1

=====

No. 3
# C37H39GdN2O3

A molecular structure, C37H39GdN2O3 in a non-equilibrium geometry (ωB97M-V/def2-TZVPD, the OMol25 dataset).

Positions of all 82 atoms, in Å:
C (0.924, 2.218, 0.531)
C (0.254, 2.315, -0.730)
C (-1.126, 2.081, -0.507)
H (0.735, 2.537, -1.695)
C (-1.342, 1.891, 0.894)
C (-0.057, 1.992, 1.538)
H (-2.274, 1.556, 1.383)
C (2.309, -0.958, -0.068)
C (2.097, -0.137, -1.213)
C (1.114, -0.759, -2.029)
H (2.620, 0.803, -1.427)
C (0.707, -1.951, -1.373)
C (1.434, -2.094, -0.145)
H (-1.902, 2.095, -1.277)
H (0.147, 1.757, 2.590)
H (2.007, 2.311, 0.707)
H (1.215, -2.845, 0.642)
H (0.714, -0.387, -2.980)
H (2.934, -0.694, 0.788)
Gd (-0.026, -0.175, 0.373)
C (-0.352, -2.954, -1.837)
C (0.343, -4.338, -1.913)
C (-0.917, -2.571, -3.226)
H (1.297, -4.224, -2.438)
H (-0.287, -5.046, -2.460)
H (0.533, -4.724, -0.904)
H (-0.128, -2.702, -3.978)
H (-1.263, -1.531, -3.241)
H (-1.759, -3.229, -3.474)
C (-1.538, -3.080, -0.806)
C (-2.460, -1.859, -0.787)
H (-1.141, -3.260, 0.213)
H (-2.159, -3.949, -1.075)
O (-1.994, -0.676, -0.666)
N (-3.785, -2.015, -0.810)
C (-4.688, -0.953, -0.339)
H (-4.141, -2.786, -1.383)
C (-4.766, 0.277, -1.250)
C (-4.946, 1.556, -0.718)
H (-4.991, 1.681, 0.366)
C (-5.045, 2.659, -1.582)
H (-5.177, 3.658, -1.159)
C (-4.988, 2.474, -2.968)
H (-5.075, 3.333, -3.644)
C (-4.831, 1.178, -3.497)
H (-4.789, 1.015, -4.575)
C (-4.732, 0.080, -2.640)
H (-4.620, -0.942, -3.035)
H (-4.411, -0.636, 0.681)
H (-5.665, -1.443, -0.307)
C (2.911, 4.924, 3.428)
C (3.495, 3.747, 2.712)
C (4.162, 3.972, 1.513)
C (4.717, 2.918, 0.794)
C (4.605, 1.624, 1.273)
C (3.932, 1.377, 2.487)
N (3.802, 0.016, 2.859)
C (3.370, -0.626, 4.038)
C (4.280, -0.721, 5.100)
C (3.979, -1.428, 6.256)
C (2.749, -2.094, 6.354)
C (1.844, -2.034, 5.294)
C (2.128, -1.320, 4.135)
C (1.087, -1.340, 3.075)
O (0.270, -2.286, 2.956)
O (1.099, -0.293, 2.264)
C (3.371, 2.436, 3.228)
C (2.650, 2.183, 4.512)
H (1.815, 4.861, 3.544)
H (3.336, 5.074, 4.435)
H (3.106, 5.853, 2.870)
H (4.242, 4.997, 1.156)
H (5.245, 3.112, -0.129)
H (5.039, 0.788, 0.721)
H (4.370, -0.596, 2.270)
H (5.240, -0.216, 5.004)
H (4.704, -1.470, 7.076)
H (2.506, -2.668, 7.251)
H (0.897, -2.567, 5.353)
H (1.810, 1.493, 4.375)
H (3.316, 1.734, 5.258)
H (2.250, 3.108, 4.946)

Properties
electronic energy = -2534.2652 Eh
orbital gap (alpha / beta) = 7.17 / 7.55 eV
charge = 0
expectation value of S² = 15.84
2S+1 = 8